#w
Molecular formula: C3H8N2O
Method: DFT, the ωB97M-V functional and the def2-TZVPD basis

2S+1 = 1
Total charge = 0
SMILES string = CC(=O)NCN
Orbital gap = 9.858 eV

Cartesian coordinates (Å):
C 0.121 1.992 -1.111
C -0.384 0.609 -0.758
O -0.784 -0.125 -1.625
N -0.179 0.243 0.576
C -0.019 -1.203 0.870
N 1.139 -1.433 1.645
H -0.235 2.117 -2.133
H -0.337 2.751 -0.472
H 1.192 2.163 -1.072
H -0.686 0.762 1.278
H -0.947 -1.542 1.317
H 0.056 -1.672 -0.108
H 1.110 -2.019 2.457
H 2.018 -1.045 1.358

***

#x
Molecular formula: C3H8N2O
Method: DFT, the ωB97M-V functional and the def2-TZVPD basis

2S+1 = 1
Total charge = 0
SMILES string = [H]/N=C(/O)NCC
Orbital gap = 9.395 eV

Cartesian coordinates (Å):
H 0.460 2.220 0.318
N 1.047 1.627 0.900
C 0.601 0.445 1.023
O 1.299 -0.478 1.734
N -0.733 0.017 0.880
C -1.286 -0.001 -0.387
C 0.079 -0.743 -1.445
H 2.140 -0.066 1.979
H -1.017 -0.702 1.533
H -1.198 0.941 -0.916
H -2.248 -0.514 -0.424
H 1.150 -0.591 -1.334
H -0.146 -1.808 -1.425
H -0.147 -0.346 -2.437

***

#y
Molecular formula: C3H8N2O
Method: DFT, the ωB97M-V functional and the def2-TZVPD basis

2S+1 = 1
Total charge = 0
SMILES string = NCCC(N)=O
Orbital gap = 9.832 eV

Cartesian coordinates (Å):
N -1.217 1.918 0.460
C -1.161 0.486 0.234
C 0.177 0.083 -0.403
C 0.573 -1.356 -0.152
N 1.929 -1.562 -0.203
O -0.172 -2.269 0.098
H -0.677 2.356 1.181
H -2.062 2.401 0.210
H -1.356 -0.082 1.147
H -1.978 0.256 -0.437
H 0.938 0.690 0.091
H 0.136 0.353 -1.452
H 2.316 -2.478 -0.375
H 2.554 -0.795 -0.401

***

Tell me which of them is the most stable. Sure, it is #y.